1.
A structure of composition C44H29F16GeNO5SSc, computed with ωB97M-V/def2-TZVPD.

Output
- frontier orbital gap (eV) = 7.706
- multiplicity = 1
- HOMO level (eV) = -5.493
- charge = -1
- E (hartree) = -6959.02716

Last column: Löwdin charge in e.
Positions of all 98 atoms, in Å:
1 Sc -1.657 0.036 -0.047  0.920
2 O -3.999 2.537 2.123  0.104
3 C -3.706 1.888 1.145  -0.546
4 O -2.490 1.596 0.749  -0.179
5 C -4.787 1.398 0.187  -0.077
6 C -4.292 1.592 -1.260  -0.230
7 C -5.455 1.507 -2.245  -0.083
8 C -5.776 -0.012 -2.207  -0.080
9 C -4.715 -0.532 -1.235  -0.233
10 O -3.586 0.345 -1.512  -0.125
11 C -5.066 -0.154 0.216  -0.074
12 C -4.226 -0.997 1.184  -0.539
13 O -4.776 -1.618 2.066  0.092
14 O -2.942 -1.033 0.922  -0.116
15 H -5.686 1.965 0.397  0.151
16 H -3.623 2.431 -1.401  0.155
17 H -6.290 2.132 -1.930  0.116
18 H -5.137 1.824 -3.238  0.115
19 H -6.779 -0.230 -1.842  0.117
20 H -5.654 -0.471 -3.188  0.113
21 H -4.442 -1.570 -1.375  0.151
22 H -6.101 -0.371 0.453  0.150
23 C -1.053 2.794 -3.401  -0.063
24 C 0.124 3.013 -2.443  -0.352
25 C -0.399 3.547 -1.103  -0.075
26 C 1.111 1.851 -2.267  -0.141
27 C 2.458 2.212 -2.327  -0.046
28 C 3.477 1.285 -2.222  -0.083
29 C 3.158 -0.054 -2.062  -0.043
30 C 1.834 -0.468 -1.979  -0.132
31 C 1.555 -1.960 -1.832  -0.355
32 C 2.365 -2.589 -0.705  -0.059
33 C 1.826 -2.717 -3.139  -0.045
34 C 0.798 0.495 -2.047  -0.224
35 N -0.555 0.046 -1.885  -0.045
36 C -1.021 -0.663 -2.979  -0.265
37 C -0.605 -0.498 -4.310  -0.031
38 C -1.204 -1.207 -5.344  -0.098
39 C -2.207 -2.137 -5.098  -0.107
40 C -2.575 -2.393 -3.779  -0.020
41 C -1.959 -1.674 -2.790  -0.236
42 F -2.218 -1.989 -1.489  0.026
43 H -1.593 3.739 -3.518  0.078
44 H -1.746 2.049 -3.019  0.056
45 H -0.719 2.480 -4.389  0.072
46 H 0.721 3.813 -2.884  0.116
47 H -1.017 2.815 -0.596  0.019
48 H -1.011 4.439 -1.273  0.082
49 H 0.420 3.808 -0.431  0.074
50 H 2.710 3.260 -2.469  0.110
51 H 4.514 1.602 -2.291  0.100
52 H 3.953 -0.794 -2.010  0.109
53 H 0.511 -2.091 -1.568  0.109
54 H 3.426 -2.685 -0.961  0.079
55 H 1.985 -3.591 -0.479  0.088
56 H 2.282 -1.982 0.191  0.058
57 H 2.881 -2.621 -3.416  0.079
58 H 1.222 -2.335 -3.960  0.063
59 H 1.600 -3.782 -3.016  0.081
60 H 0.195 0.201 -4.512  0.116
61 H -0.869 -1.041 -6.363  0.099
62 H -2.678 -2.677 -5.911  0.093
63 H -3.299 -3.160 -3.527  0.120
64 F -0.639 1.249 4.327  0.093
65 C 0.500 1.610 4.923  -0.230
66 C 1.714 1.154 4.422  -0.113
67 C 2.845 1.526 5.128  -0.221
68 F 4.067 1.099 4.790  0.101
69 C 2.780 2.331 6.248  -0.148
70 F 3.889 2.675 6.906  0.116
71 C 1.557 2.776 6.699  -0.141
72 F 1.488 3.543 7.783  0.128
73 C 0.403 2.410 6.041  -0.144
74 F -0.777 2.826 6.499  0.128
75 Ge 1.623 0.184 2.680  0.661
76 S 0.488 1.178 1.203  0.395
77 C 1.029 -1.653 3.158  -0.108
78 C 1.494 -2.307 4.283  -0.227
79 F 2.315 -1.682 5.140  0.101
80 C 1.187 -3.621 4.554  -0.143
81 F 1.666 -4.231 5.637  0.123
82 C 0.377 -4.319 3.682  -0.134
83 F 0.079 -5.590 3.927  0.134
84 C -0.123 -3.701 2.558  -0.134
85 F -0.897 -4.382 1.717  0.135
86 C 0.207 -2.384 2.324  -0.225
87 F -0.313 -1.837 1.226  0.035
88 C 3.545 0.024 2.120  -0.116
89 C 4.134 1.197 1.672  -0.248
90 F 3.486 2.362 1.810  0.081
91 C 5.383 1.238 1.099  -0.150
92 F 5.913 2.386 0.672  0.119
93 C 6.090 0.065 0.949  -0.142
94 F 7.285 0.076 0.365  0.127
95 C 5.557 -1.120 1.402  -0.147
96 F 6.253 -2.254 1.265  0.114
97 C 4.305 -1.123 1.986  -0.225
98 F 3.875 -2.305 2.451  0.097

Force components x, y, z for each atom (eV/Å):
Sc 0.98 0.21 -0.02
O 0.17 -0.06 0.02
C 0.03 0.02 -0.10
O -0.52 0.87 0.27
C 0.24 -0.30 -0.18
C -0.29 -0.25 0.03
C -0.02 -0.14 0.02
C 0.02 0.12 0.03
C -0.21 0.27 0.05
O 0.05 -0.02 0.19
C 0.33 0.19 -0.17
C 0.05 0.02 -0.02
O 0.13 -0.03 0.05
O -0.92 -0.69 0.51
H -0.17 0.03 0.01
H 0.16 0.04 -0.02
H 0.01 0.00 -0.02
H -0.01 -0.02 0.00
H 0.00 0.01 -0.03
H 0.01 0.02 0.01
H 0.15 -0.02 -0.01
H -0.17 0.05 0.00
C 0.16 0.01 0.04
C -0.22 -0.18 0.25
C 0.19 0.10 -0.21
C -0.01 0.04 -0.08
C 0.04 0.08 -0.03
C 0.11 -0.05 0.02
C 0.00 0.03 -0.07
C -0.04 0.01 -0.02
C 0.17 0.08 -0.17
C 0.05 -0.13 0.08
C -0.01 0.00 0.07
C -0.08 0.11 -0.03
N 0.23 -0.15 -0.36
C 0.20 0.16 -0.05
C -0.22 0.05 -0.05
C 0.05 -0.03 -0.01
C 0.02 0.02 -0.09
C -0.04 -0.12 -0.12
C 0.06 -0.08 -0.21
F -0.09 -0.03 0.46
H 0.03 -0.06 0.01
H -0.06 -0.12 0.01
H 0.01 -0.06 -0.05
H 0.09 0.06 -0.04
H -0.11 -0.05 0.11
H 0.03 -0.03 0.02
H -0.03 -0.04 0.01
H -0.04 -0.09 0.00
H -0.10 -0.03 0.05
H -0.06 0.07 0.02
H -0.22 0.04 -0.02
H -0.09 0.03 0.05
H 0.07 0.07 -0.03
H 0.05 0.07 0.23
H -0.06 -0.03 0.01
H -0.01 0.01 -0.02
H 0.04 0.08 0.00
H -0.01 0.05 -0.05
H -0.03 0.02 0.07
H 0.06 0.03 0.07
H 0.07 0.08 0.03
F 0.02 0.00 0.03
C 0.05 -0.18 -0.18
C -0.31 0.09 -0.25
C -0.17 -0.08 0.01
F 0.11 -0.06 -0.24
C 0.03 -0.01 0.00
F 0.15 0.04 0.10
C 0.01 0.04 0.06
F 0.00 0.14 0.20
C -0.10 0.02 0.03
F -0.10 0.02 0.03
Ge 0.46 -0.37 0.39
S -0.09 -0.02 -0.17
C 0.10 0.27 -0.14
C 0.07 0.08 -0.07
F 0.06 0.03 -0.02
C -0.02 0.00 0.08
F 0.08 -0.09 0.17
C 0.00 -0.07 0.03
F -0.05 -0.25 0.07
C -0.07 -0.11 -0.06
F -0.06 -0.01 -0.06
C 0.08 0.00 0.39
F -0.09 0.07 -0.74
C -0.26 0.09 -0.07
C -0.21 0.00 0.08
F 0.01 -0.03 0.02
C 0.05 0.11 -0.10
F 0.03 0.09 -0.03
C 0.05 -0.01 -0.07
F 0.23 0.01 -0.07
C 0.04 -0.14 -0.04
F 0.03 -0.06 0.02
C -0.11 0.14 0.16
F -0.20 -0.14 -0.04



2.
A structure of composition C4H10N3O2, computed with ωB97M-V/def2-TZVPD.

Output
- frontier orbital gap (eV) = 10.489
- multiplicity = 1
- ΔE to the lowest compared entry with this formula, charge and spin (eV) = 1.9025
- HOMO level (eV) = -13.343
- charge = +1
- E (hartree) = -472.86525

Last column: natural (NBO) charge in e.
Positions of all 19 atoms, in Å:
1 C 0.286 -1.057 0.416  0.699
2 C -1.784 0.039 0.362  0.235
3 C -0.335 1.216 -0.042  0.260
4 C 1.882 0.569 -0.669  -0.444
5 N -1.054 -1.030 0.805  -0.595
6 N 0.692 0.109 -0.031  -0.393
7 N 1.132 -2.043 0.367  -0.795
8 O -2.398 -0.335 -0.807  -0.710
9 O -0.092 2.068 0.992  -0.675
10 H -2.578 0.405 1.188  0.205
11 H -0.442 1.792 -0.955  0.194
12 H 2.687 -0.175 -0.641  0.220
13 H 1.637 0.741 -1.769  0.234
14 H 2.334 1.541 -0.088  0.261
15 H -1.347 -1.960 0.489  0.420
16 H 1.136 -2.797 1.102  0.449
17 H 1.851 -2.114 -0.379  0.445
18 H -3.151 0.113 -1.019  0.494
19 H -0.455 2.918 0.679  0.495

Force components x, y, z for each atom (eV/Å):
C -0.99 3.64 -0.74
C -0.83 4.58 -0.15
C -2.49 -3.72 2.23
C 2.29 1.34 -0.19
N 3.69 -4.35 0.60
N -1.89 3.15 -0.64
N 1.21 -3.84 1.09
O 3.03 -2.34 0.18
O -0.08 0.86 -0.20
H 2.11 -0.34 -1.83
H -0.04 -0.80 -0.64
H -0.18 0.14 0.09
H 0.53 0.21 1.48
H -1.37 -2.28 -1.67
H -1.09 0.34 0.61
H -0.25 1.09 -1.46
H -0.81 0.36 1.13
H -3.24 2.12 -0.62
H 0.39 -0.16 0.75



3.
A structure of composition C14H20CdF4N3, computed with ωB97M-V/def2-TZVPD.

Output
- frontier orbital gap (eV) = 5.675
- multiplicity = 1
- ΔE to the lowest compared entry with this formula, charge and spin (eV) = 0.2218
- HOMO level (eV) = -2.558
- charge = -1
- E (hartree) = -1276.86671

Last column: natural (NBO) charge in e.
Positions of all 42 atoms, in Å:
1 Cd 1.339 0.103 -0.627  1.324
2 C 1.199 -1.717 -3.249  -0.431
3 N 0.128 -1.093 -2.485  -0.491
4 C -0.674 -0.236 -3.334  -0.412
5 C -0.676 -2.025 -1.714  -0.221
6 C 0.151 -2.796 -0.698  -0.234
7 N 0.850 -1.891 0.210  -0.792
8 C 1.743 -2.431 1.070  0.101
9 C 2.306 -1.593 2.073  0.291
10 F 1.891 -0.312 2.135  -0.323
11 C 3.229 -2.017 2.993  0.340
12 F 3.700 -1.130 3.892  -0.321
13 C 3.674 -3.328 3.043  -0.425
14 C 3.116 -4.179 2.117  0.351
15 F 3.484 -5.479 2.112  -0.326
16 C 2.188 -3.772 1.177  0.212
17 F 1.719 -4.747 0.353  -0.333
18 H 0.813 -2.446 -3.980  0.156
19 H 1.752 -0.930 -3.761  0.229
20 H 1.899 -2.225 -2.586  0.207
21 H -1.194 -0.808 -4.121  0.150
22 H -1.420 0.285 -2.732  0.200
23 H -0.027 0.511 -3.795  0.228
24 H -1.429 -1.439 -1.178  0.196
25 H -1.210 -2.735 -2.371  0.161
26 H -0.549 -3.437 -0.144  0.180
27 H 0.818 -3.476 -1.233  0.182
28 H 4.405 -3.660 3.762  0.233
29 C 1.128 3.657 -1.031  -0.628
30 C 2.454 2.877 -1.181  0.080
31 C 3.282 3.583 -2.277  -0.612
32 C 3.230 3.012 0.147  -0.628
33 N 2.275 1.526 -1.606  -1.343
34 H 1.279 4.735 -0.882  0.170
35 H 0.572 3.260 -0.177  0.190
36 H 0.527 3.502 -1.929  0.200
37 H 3.496 4.629 -2.025  0.171
38 H 2.734 3.550 -3.221  0.197
39 H 4.224 3.050 -2.414  0.202
40 H 3.452 4.055 0.410  0.170
41 H 4.166 2.457 0.070  0.203
42 H 2.642 2.567 0.955  0.195

Force components x, y, z for each atom (eV/Å):
Cd 0.10 -0.03 0.30
C 0.00 0.04 0.07
N 0.05 -0.10 -0.12
C -0.02 0.05 0.04
C 0.02 0.07 0.08
C -0.11 0.00 0.12
N 0.17 -0.19 -0.35
C -0.25 0.11 0.18
C 0.05 -0.02 0.01
F 0.01 0.00 0.00
C -0.01 0.01 -0.01
F -0.01 -0.01 -0.01
C 0.00 0.00 0.00
C -0.03 0.00 0.00
F 0.00 0.01 0.00
C 0.01 -0.04 0.03
F 0.02 0.02 -0.02
H 0.01 0.01 -0.04
H -0.01 -0.02 -0.02
H -0.03 -0.03 0.00
H 0.00 -0.01 0.00
H 0.01 0.01 0.00
H -0.01 0.03 0.04
H -0.02 0.01 -0.04
H 0.03 -0.04 0.02
H 0.04 -0.03 -0.01
H 0.03 0.04 -0.02
H 0.01 0.00 0.01
C 0.00 -0.01 0.01
C 0.08 -0.01 0.10
C 0.00 0.01 0.00
C -0.03 0.01 0.01
N -0.16 0.11 -0.36
H 0.01 0.00 0.02
H -0.01 -0.02 -0.02
H 0.01 0.02 -0.01
H -0.01 0.00 0.00
H 0.00 -0.01 -0.01
H 0.01 -0.01 0.00
H -0.01 0.01 0.00
H 0.02 0.01 0.00
H 0.01 -0.01 0.00



4.
A cluster of 2 separate species, C9H14 in total, computed with ωB97M-V/def2-TZVPD.

Output
- frontier orbital gap (eV) = 10.048
- SMILES = Cc1ccccc1.CC
- multiplicity = 1
- ΔE to the lowest compared entry with this formula, charge and spin (eV) = 0.4917
- HOMO level (eV) = -9.013
- E (hartree) = -351.31212

Last column: natural (NBO) charge in e.
Positions of all 23 atoms, in Å:
1 C 2.928 -1.586 0.067  -0.619
2 C 4.185 -0.762 -0.240  -0.614
3 H 2.675 -1.593 1.122  0.205
4 H 2.064 -1.281 -0.525  0.205
5 H 2.992 -2.627 -0.260  0.208
6 H 4.797 -1.224 -1.015  0.207
7 H 4.772 -0.631 0.663  0.208
8 H 3.895 0.207 -0.651  0.203
9 C -0.053 1.579 -1.649  -0.635
10 C -2.923 0.155 0.359  -0.207
11 C -2.213 0.855 -0.607  -0.211
12 C -2.258 -0.374 1.447  -0.219
13 C -0.823 0.817 -0.621  -0.015
14 C -0.863 -0.454 1.418  -0.201
15 C -0.151 0.143 0.387  -0.222
16 H -3.988 0.309 0.477  0.210
17 H -2.734 1.459 -1.341  0.210
18 H -2.758 -0.899 2.248  0.210
19 H -0.412 -1.030 2.219  0.210
20 H -0.172 1.167 -2.655  0.219
21 H 1.019 1.617 -1.476  0.215
22 H 0.921 0.015 0.389  0.215
23 H -0.327 2.639 -1.727  0.220

Force components x, y, z for each atom (eV/Å):
C -0.16 -0.63 -0.76
C -0.53 -0.12 -0.33
H -0.15 0.13 0.09
H 0.05 0.41 0.21
H 0.52 -0.11 0.32
H 0.07 -0.11 0.15
H 0.22 0.14 -0.06
H 0.15 0.13 0.30
C 0.35 0.56 -0.87
C -0.39 1.52 0.94
C 0.04 -0.33 -0.09
C 0.95 -1.17 -0.40
C 0.21 0.52 0.09
C -0.73 -0.07 0.15
C -0.15 -0.65 0.57
H -0.17 -0.30 -0.49
H -0.04 -0.15 -0.11
H -0.33 0.21 0.03
H 0.42 0.26 -0.12
H -0.13 -0.07 0.05
H 0.14 -0.33 0.31
H 0.00 0.40 -0.14
H -0.34 -0.22 0.16